one | {
  "formula": "C10H14O4",
  "method": "ωB97M-V/def2-TZVPD",
  "gap_ha": 0.3352,
  "elements": ["C", "C", "C", "C", "C", "C", "C", "C", "C", "C", "H", "H", "H", "H", "H", "H", "H", "H", "H", "H", "H", "H", "H", "H", "O", "O", "O", "O"],
  "coordinates": [[0.136, 2.391, 0.462], [1.660, 0.600, -0.395], [3.124, 0.673, -0.672], [4.011, -0.354, -0.381], [3.309, -1.617, -0.005], [2.035, -1.571, 0.423], [1.160, -0.413, 0.256], [-1.010, -0.540, -0.119], [-2.358, -0.799, 0.364], [-3.202, -0.848, -0.963], [0.895, 3.406, 1.291], [-0.753, 1.597, 1.053], [-0.953, 3.040, -0.627], [3.228, 1.710, -0.805], [4.963, -0.153, -0.394], [3.998, -2.348, 0.556], [1.558, -2.484, 0.924], [-0.517, -1.382, -0.435], [-1.204, 0.371, -0.775], [-2.674, -1.672, 1.092], [-1.701, 0.945, 1.483], [-2.908, -0.060, -1.841], [-3.378, -1.832, -1.607], [-4.681, 0.917, -0.349], [1.034, 1.875, -0.467], [0.017, -0.529, 0.838], [-2.575, 0.591, 1.031], [-4.611, -0.335, -0.574]],
  "mulliken_charge": [-0.504, 0.182, -0.695, -0.594, -0.624, -0.116, 0.854, -1.378, 0.968, -0.583, 0.255, -0.056, 0.170, 0.478, 0.576, 0.237, 0.295, 0.616, 0.177, 0.289, 0.511, 0.217, 0.275, 0.354, -0.333, -0.457, -0.513, -0.600]
}

=====

two | {
  "formula": "C10H14O4",
  "method": "ωB97M-V/def2-TZVPD",
  "gap_ha": 0.3672,
  "smiles": "COc1ccccc1OC[C@@H](O)CO",
  "elements": ["C", "C", "C", "C", "C", "C", "C", "C", "C", "C", "H", "H", "H", "H", "H", "H", "H", "H", "H", "H", "H", "H", "H", "H", "O", "O", "O", "O"],
  "coordinates": [[-2.164, -0.248, -1.001], [-0.968, 1.647, -0.236], [-1.354, 2.991, -0.379], [-1.075, 3.746, 0.816], [-0.446, 3.213, 1.932], [0.004, 1.897, 1.946], [-0.212, 1.086, 0.823], [1.092, -0.594, -0.169], [1.310, -2.075, -0.018], [2.093, -2.690, -1.154], [-2.930, 0.173, -0.247], [-1.700, -1.174, -0.545], [-2.766, -0.567, -1.856], [-1.924, 3.212, -1.251], [-1.486, 4.742, 0.901], [-0.187, 3.843, 2.730], [0.548, 1.461, 2.822], [2.049, -0.024, 0.063], [0.658, -0.333, -1.131], [1.859, -2.217, 0.982], [-0.485, -2.387, 0.496], [1.563, -2.365, -2.094], [3.152, -2.289, -1.247], [1.458, -4.657, -1.207], [-1.257, 0.784, -1.333], [0.146, -0.277, 0.808], [0.107, -2.824, -0.109], [2.317, -4.091, -1.088]],
  "mulliken_charge": [-0.364, 0.688, -0.753, -0.339, -0.696, -0.297, 0.158, -0.607, 0.551, -0.808, 0.297, -0.018, 0.304, 0.461, 0.348, 0.443, 0.352, 0.400, 0.408, 0.155, 0.325, 0.339, 0.285, 0.338, -0.497, -0.331, -0.600, -0.540]
}

=====

Quick one: most stable of them? two

=====

one | {
  "formula": "CH8NO5",
  "method": "ωB97M-V/def2-TZVPD",
  "gap_ha": 0.2561,
  "charge": -1,
  "elements": ["N", "C", "O", "O", "H", "H", "H", "H", "O", "H", "H", "O", "H", "H", "O"],
  "coordinates": [[0.880, 2.302, 0.172], [1.014, 0.986, 0.467], [0.316, 0.191, 1.237], [2.078, 0.436, -0.158], [-0.004, 2.556, 0.660], [0.227, 1.189, -0.498], [-0.045, -1.762, -1.022], [-0.650, -3.204, -0.593], [0.084, -2.842, -1.103], [-0.620, 0.602, 1.395], [-2.893, 0.453, 2.456], [-2.051, 0.459, 2.004], [-0.113, -0.814, -2.495], [1.702, -0.044, -0.919], [0.076, -0.509, -1.603]],
  "mulliken_charge": [-0.504, 0.444, -0.364, -0.526, 0.370, 0.450, 0.462, 0.261, -0.787, 0.391, 0.150, -1.014, 0.188, 0.460, -0.980]
}

=====

two | {
  "formula": "CH8NO5",
  "method": "ωB97M-V/def2-TZVPD",
  "gap_ha": 0.3395,
  "charge": -1,
  "elements": ["N", "C", "O", "O", "H", "H", "H", "H", "O", "H", "H", "O", "H", "H", "O"],
  "coordinates": [[-1.999, 0.634, 1.738], [-1.561, 0.132, 0.479], [-0.316, 0.241, 0.280], [-2.405, -0.369, -0.290], [-1.319, 0.510, 2.463], [-2.920, 0.386, 2.035], [2.659, -1.222, -0.883], [1.714, -1.736, -1.910], [2.669, -1.735, -1.708], [1.458, 1.239, 1.542], [0.964, 2.190, 0.525], [1.700, 2.118, 1.154], [0.048, -0.286, -1.288], [-0.774, -1.261, -1.999], [0.083, -0.839, -2.137]],
  "mulliken_charge": [-0.519, 0.636, -0.814, -0.734, 0.206, 0.203, 0.298, 0.417, -0.687, 0.316, 0.344, -0.652, 0.440, 0.308, -0.762]
}

=====

Quick one: most stable of them? two

=====

one | {
  "formula": "C4H10OS2",
  "method": "ωB97M-V/def2-TZVPD",
  "gap_ha": 0.3577,
  "smiles": "CC=O.CSSC",
  "elements": ["O", "C", "C", "H", "H", "H", "H", "C", "S", "S", "C", "H", "H", "H", "H", "H", "H"],
  "coordinates": [[-1.498, 1.758, -0.853], [-1.080, 0.950, -1.644], [-2.001, 0.093, -2.463], [-0.002, 0.899, -1.838], [-2.932, -0.149, -1.961], [-1.492, -0.858, -2.664], [-2.141, 0.566, -3.436], [1.311, 1.539, 1.029], [1.560, -0.176, 1.576], [0.649, -1.257, 0.045], [-1.059, -1.407, 0.678], [1.857, 1.715, 0.106], [0.266, 1.822, 0.961], [1.771, 2.130, 1.827], [-1.441, -0.425, 0.953], [-1.662, -1.786, -0.147], [-1.065, -2.068, 1.539]],
  "mulliken_charge": [-0.477, 0.131, -0.998, 0.431, 0.295, 0.262, 0.358, -0.686, -0.101, -0.105, -0.763, 0.239, 0.223, 0.329, 0.261, 0.243, 0.358]
}

=====

two | {
  "formula": "C4H10OS2",
  "method": "ωB97M-V/def2-TZVPD",
  "gap_ha": 0.1008,
  "elements": ["C", "C", "O", "C", "S", "S", "C", "H", "H", "H", "H", "H", "H", "H", "H", "H", "H"],
  "coordinates": [[1.519, -0.036, 1.045], [2.235, 1.109, 1.341], [3.504, 0.066, -1.136], [2.059, -1.315, 0.897], [-2.213, -0.063, -0.154], [-3.284, 0.442, -1.866], [-4.996, 0.369, -1.153], [2.955, -1.711, 1.390], [0.491, 0.193, 0.868], [1.712, 2.052, 1.181], [3.317, 1.052, 1.471], [4.270, -0.521, -1.184], [2.928, -0.443, -0.514], [1.356, -2.156, 0.869], [-5.381, 1.374, -1.082], [-4.857, -0.147, -0.181], [-5.614, -0.266, -1.793]],
  "mulliken_charge": [0.318, -0.528, -0.655, -0.840, -0.296, 0.000, -0.721, 0.353, 0.004, 0.293, 0.258, 0.335, 0.381, 0.281, 0.266, 0.269, 0.284]
}

=====

Quick one: most stable of them? one

=====

one | {
  "formula": "C8H17N",
  "method": "ωB97M-V/def2-TZVPD",
  "gap_ha": 0.3215,
  "elements": ["C", "C", "C", "C", "C", "C", "C", "C", "N", "H", "H", "H", "H", "H", "H", "H", "H", "H", "H", "H", "H", "H", "H", "H", "H", "H"],
  "coordinates": [[-0.387, 1.058, 0.201], [0.259, -0.965, 0.522], [0.022, 1.221, -1.150], [1.273, -0.979, -0.569], [-0.195, -1.274, -2.428], [-1.874, 0.978, 0.494], [0.374, 1.859, 1.243], [0.705, -1.206, 1.933], [0.877, -0.513, -1.826], [-0.661, -1.487, 0.269], [-0.742, 1.259, -1.918], [0.906, 1.823, -1.336], [2.208, -0.513, -0.250], [1.364, -2.101, -0.563], [-0.291, -0.989, -3.477], [-1.173, -1.127, -1.942], [0.004, -2.356, -2.387], [-2.302, 1.982, 0.594], [1.444, 1.876, 1.029], [-2.062, 0.450, 1.428], [-2.412, 0.461, -0.302], [0.013, 2.892, 1.265], [0.233, 1.448, 2.242], [0.757, -2.272, 2.170], [-0.018, -0.772, 2.627], [1.678, -0.754, 2.130]],
  "mulliken_charge": [1.614, 0.282, -1.242, -0.791, -0.818, -1.543, -1.590, -1.566, -0.393, 0.384, 0.394, 0.301, 0.404, 0.432, 0.274, 0.215, 0.356, 0.428, 0.380, 0.288, 0.362, 0.432, 0.298, 0.425, 0.347, 0.324]
}

=====

two | {
  "formula": "C8H17N",
  "method": "ωB97M-V/def2-TZVPD",
  "gap_ha": 0.3614,
  "smiles": "CC(C)[C@]1(C)NC1(C)C",
  "elements": ["C", "C", "C", "C", "C", "C", "C", "C", "N", "H", "H", "H", "H", "H", "H", "H", "H", "H", "H", "H", "H", "H", "H", "H", "H", "H"],
  "coordinates": [[-1.282, 0.572, -0.141], [-0.108, -0.380, -0.318], [1.354, 0.264, -0.169], [-1.141, 2.026, 0.223], [-0.199, -1.843, 0.042], [-2.630, -0.057, 0.404], [1.867, 0.126, 1.262], [2.330, -0.349, -1.173], [-0.860, 0.139, -1.475], [-1.496, -0.566, -1.850], [1.310, 1.332, -0.402], [-2.107, 2.536, 0.145], [-0.790, 2.124, 1.255], [-0.452, 2.561, -0.437], [-0.284, -1.956, 1.127], [0.685, -2.395, -0.289], [-1.063, -2.331, -0.420], [-2.591, -0.111, 1.496], [-3.469, 0.582, 0.112], [-2.841, -1.054, 0.009], [1.167, 0.572, 1.976], [2.010, -0.923, 1.540], [2.832, 0.634, 1.380], [2.538, -1.401, -0.955], [1.932, -0.286, -2.191], [3.287, 0.184, -1.154]],
  "mulliken_charge": [1.235, 0.697, 0.600, -1.494, -1.524, -1.527, -1.515, -1.653, -0.873, 0.356, 0.261, 0.419, 0.232, 0.455, 0.281, 0.351, 0.403, 0.301, 0.455, 0.354, 0.336, 0.295, 0.424, 0.307, 0.398, 0.426]
}

=====

Quick one: most stable of them? two

=====

one | {
  "formula": "C15H18N4O4S",
  "method": "ωB97M-V/def2-TZVPD",
  "gap_ha": 0.3484,
  "smiles": "COCc1nnc(NC(=O)C2CCN(C(=O)c3ccco3)CC2)s1",
  "elements": ["C", "H", "O", "C", "C", "N", "N", "C", "N", "C", "O", "C", "H", "C", "H", "H", "C", "N", "C", "O", "C", "C", "C", "C", "O", "H", "H", "H", "C", "C", "H", "H", "H", "H", "H", "H", "H", "S", "H", "H", "H", "H"],
  "coordinates": [[-3.830, -6.312, 0.444], [-3.571, -7.284, 0.881], [-2.833, -5.357, 0.702], [-2.628, -5.123, 2.071], [-1.571, -4.091, 2.208], [-1.003, -3.756, 3.312], [-0.089, -2.802, 3.176], [0.042, -2.408, 1.951], [0.932, -1.436, 1.576], [1.062, -1.020, 0.276], [0.388, -1.505, -0.603], [2.097, 0.078, 0.098], [2.980, -0.209, 0.681], [1.552, 1.407, 0.644], [1.175, 1.286, 1.662], [2.365, 2.136, 0.665], [0.432, 1.946, -0.253], [0.921, 2.112, -1.599], [1.272, 3.288, -2.177], [1.947, 3.347, -3.188], [0.716, 4.523, -1.560], [-0.566, 4.874, -1.223], [-0.515, 6.236, -0.848], [0.787, 6.611, -0.988], [1.531, 5.588, -1.424], [1.287, 7.542, -0.810], [-1.333, 6.846, -0.524], [-1.434, 4.248, -1.260], [1.375, 0.871, -2.195], [2.502, 0.249, -1.370], [2.761, -0.720, -1.798], [3.379, 0.897, -1.419], [1.728, 1.097, -3.202], [0.531, 0.180, -2.248], [0.077, 2.900, 0.137], [-0.403, 1.237, -0.272], [1.503, -1.054, 2.316], [-1.001, -3.213, 0.806], [-3.556, -4.768, 2.553], [-2.317, -6.042, 2.594], [-4.800, -5.992, 0.844], [-3.894, -6.405, -0.638]],
  "mulliken_charge": [-0.750, 0.298, -0.283, -0.107, 0.153, -0.492, -0.480, 0.267, -0.082, 0.363, -0.694, 0.103, 0.447, -0.957, 0.493, 0.424, -0.901, 0.051, 0.706, -0.659, 0.264, -0.413, -0.449, -0.502, -0.332, 0.480, 0.435, 0.559, -0.992, -1.121, 0.409, 0.442, 0.455, 0.405, 0.643, 0.290, 0.289, 0.108, 0.276, 0.310, 0.307, 0.237]
}

=====

two | {
  "formula": "C15H18N4O4S",
  "method": "ωB97M-V/def2-TZVPD",
  "gap_ha": 0.3049,
  "elements": ["O", "C", "N", "H", "C", "H", "C", "C", "H", "C", "H", "H", "C", "H", "H", "H", "H", "H", "C", "H", "H", "S", "C", "N", "N", "C", "O", "C", "N", "C", "O", "C", "C", "C", "C", "O", "H", "H", "H", "H", "H", "H"],
  "coordinates": [[3.017, -1.720, -2.248], [1.870, -1.854, -1.770], [1.636, -2.253, -0.485], [0.840, -2.290, -0.164], [2.961, -2.259, 0.299], [2.522, -2.577, 1.463], [4.057, -3.475, 0.245], [5.240, -3.036, 0.386], [5.417, -3.153, 1.488], [5.155, -1.468, 0.101], [5.139, -1.628, -0.925], [5.952, -1.063, 0.465], [3.837, -0.977, 0.455], [3.736, -0.853, 1.686], [3.346, -0.320, -0.134], [6.160, -3.526, 0.106], [3.931, -3.534, -0.940], [3.705, -4.443, 0.673], [0.505, -1.903, -2.589], [0.894, -1.980, -3.498], [-0.009, -2.692, -2.350], [-0.127, -0.412, -2.183], [-1.061, -0.651, -0.784], [-0.852, -1.646, 0.119], [-1.879, -1.504, 0.769], [-2.397, -0.186, 0.763], [-1.790, 0.500, -0.430], [-3.470, 0.353, 1.599], [-3.328, 1.853, 1.411], [-4.494, 2.428, 0.707], [-5.558, 1.618, 0.324], [-4.367, 3.789, 0.189], [-5.320, 4.614, -0.288], [-4.572, 5.979, -0.418], [-3.382, 5.782, 0.220], [-3.415, 4.360, 0.725], [-2.706, 6.443, 0.246], [-5.031, 6.792, -0.537], [-6.248, 4.298, -0.667], [-2.590, 2.284, 1.558], [-4.319, 0.161, 1.526], [-3.004, 0.149, 2.890]],
  "mulliken_charge": [-0.626, 0.564, 0.095, 0.372, -0.251, 0.339, -0.622, -0.711, 0.292, -0.991, 0.243, 0.672, -0.660, 0.236, 0.468, 0.417, 0.147, 0.367, -1.067, 0.535, 0.504, -0.163, 0.380, 0.256, -1.022, 0.494, -0.246, -0.891, -0.206, 0.519, -0.666, 0.508, -0.465, -0.692, -0.590, -0.330, 0.680, 0.537, 0.473, 0.219, 0.655, 0.230]
}

=====

Quick one: most stable of them? one

=====

one | {
  "formula": "C5H17NO5",
  "method": "ωB97M-V/def2-TZVPD",
  "gap_ha": 0.3758,
  "smiles": "C=CCCNC=O.O.O.O.O",
  "elements": ["O", "C", "N", "C", "C", "C", "C", "H", "H", "H", "H", "H", "H", "H", "H", "H", "H", "H", "O", "H", "H", "O", "H", "H", "O", "H", "H", "O"],
  "coordinates": [[1.693, 2.101, 1.021], [1.202, 1.213, 1.734], [0.287, 0.347, 1.195], [-0.271, -0.781, 1.928], [-0.260, -2.050, 1.049], [-1.034, -1.907, -0.219], [-2.231, -1.321, -0.314], [1.366, 1.152, 2.760], [0.155, 0.277, 0.176], [0.236, -0.946, 2.857], [-1.331, -0.513, 2.187], [-0.680, -2.886, 1.632], [0.758, -2.318, 0.866], [-0.573, -2.373, -1.049], [-2.791, -0.976, 0.567], [-2.749, -1.221, -1.304], [-1.893, 1.633, 0.453], [-1.203, 2.416, -0.730], [-2.009, 2.341, -0.203], [0.981, 2.374, -0.492], [0.545, 3.316, -1.546], [0.453, 2.453, -1.295], [0.614, 1.011, -2.197], [1.341, 0.253, -3.303], [0.794, 0.125, -2.572], [2.991, -1.316, -1.008], [1.557, -0.953, -1.409], [2.051, -1.451, -0.784]],
  "mulliken_charge": [-0.724, -0.021, 0.300, -0.717, -0.581, -0.173, -0.739, 0.421, -0.102, 0.484, 0.220, 0.386, 0.263, 0.421, 0.254, 0.232, 0.306, 0.430, -0.689, 0.433, 0.281, -0.765, 0.416, 0.287, -0.696, 0.254, 0.363, -0.542]
}

=====

two | {
  "formula": "C5H17NO5",
  "method": "ωB97M-V/def2-TZVPD",
  "gap_ha": 0.3473,
  "smiles": "C[C@@H](N)CCC(=O)O.O.O.O",
  "elements": ["C", "C", "C", "C", "C", "O", "O", "N", "H", "H", "H", "H", "H", "H", "H", "H", "H", "H", "H", "H", "H", "O", "H", "H", "O", "H", "H", "O"],
  "coordinates": [[-0.059, -0.344, -3.650], [-0.462, -0.726, -2.224], [-0.150, 0.562, -1.368], [-1.056, 0.524, -0.109], [-0.903, 1.727, 0.753], [-1.809, 2.679, 0.407], [-0.183, 1.885, 1.707], [0.368, -1.854, -1.806], [1.002, -0.131, -3.657], [-0.085, -1.233, -4.294], [-0.647, 0.471, -4.053], [-1.504, -0.948, -2.060], [0.891, 0.508, -1.047], [-0.307, 1.476, -1.942], [-0.782, -0.375, 0.442], [-2.085, 0.315, -0.399], [-1.764, 3.380, 1.073], [1.355, -1.687, -1.941], [0.298, -1.890, -0.801], [1.928, -1.867, 1.295], [3.170, -1.992, 0.508], [2.402, -2.516, 0.756], [-1.797, -0.473, 3.392], [-1.762, -1.970, 3.209], [-1.327, -1.163, 2.910], [2.944, 0.294, 2.397], [1.464, 0.308, 1.962], [2.355, 0.072, 1.664]],
  "mulliken_charge": [-1.574, 0.269, -0.654, -0.458, 0.264, -0.458, -0.590, -0.683, 0.351, 0.403, 0.401, 0.433, 0.250, 0.388, 0.306, 0.464, 0.351, 0.276, 0.276, 0.366, 0.293, -0.645, 0.301, 0.281, -0.579, 0.261, 0.329, -0.622]
}

=====

Quick one: most stable of them? two